# C43H93N13O30

A cluster of 14 separate species, C43H93N13O30 in total in a non-equilibrium geometry (ωB97M-V with the def2-TZVPD basis set, OMol25).

Last column: Löwdin charge in e.
Atoms and positions in Å:
C1 -7.0162 -3.6008 4.2049  -0.15
C2 -6.9030 -5.1993 3.7477  -0.26
C3 -7.7466 -5.5559 2.3880  -0.22
C4 -7.5355 -4.4364 1.1636  -0.22
C5 -7.8547 -5.1912 -0.2565  -0.22
C6 -7.7594 -4.2399 -1.5881  -0.23
C7 -6.9288 -2.8409 -1.3877  -0.23
C8 -5.2692 -3.0437 -1.4279  -0.19
C9 -4.6425 -1.5204 -1.6097  -0.22
C10 -3.3668 -1.4376 -2.6362  -0.22
C11 -2.1997 -0.3671 -2.2123  -0.21
C12 -2.7463 1.0166 -1.5190  -0.21
C13 -1.5494 1.9712 -0.8888  -0.21
C14 -0.6541 1.2270 0.2806  -0.20
C15 0.9023 1.7984 0.2337  -0.19
C16 1.9742 0.8049 1.0359  -0.12
C17 1.6116 0.9977 2.6501  -0.03
C18 2.2374 1.9608 3.5970  0.00
C19 3.4700 3.0624 3.3541  -0.10
C20 4.1773 3.2714 4.8182  -0.22
C21 5.7931 3.5449 4.7791  -0.21
C22 6.6770 2.3944 4.0163  -0.21
C23 6.2990 0.8488 4.4103  -0.19
C24 6.4975 -0.0403 3.0100  -0.22
C25 6.1756 -1.6416 3.2109  -0.19
C26 6.8209 -2.3990 1.8681  -0.16
C27 5.7579 -2.2547 0.5851  -0.21
O1 5.7069 -3.5686 -0.1353  -0.28
C28 4.6794 -3.4603 -1.2100  -0.11
C29 1.3798 1.6507 4.9732  -0.21
O2 1.3396 2.2740 6.1544  0.00
O3 0.4422 0.5129 4.9003  0.03
C30 0.4775 0.1282 3.4603  -0.19
O4 -0.3319 -0.8438 3.0023  0.00
H1 -8.1625 -3.3395 4.1532  0.07
H2 -6.6965 -3.5027 5.3506  0.08
H3 -6.3487 -2.9439 3.4942  0.07
H4 -5.7387 -5.4030 3.5871  0.09
H5 -7.2668 -5.8238 4.6966  0.11
H6 -8.8876 -5.6722 2.6539  0.11
H7 -7.3534 -6.5844 1.9893  0.10
H8 -6.4208 -4.0785 1.2070  0.10
H9 -8.2999 -3.5622 1.4293  0.12
H10 -7.1416 -6.1310 -0.3211  0.12
H11 -8.9886 -5.5569 -0.1906  0.12
H12 -8.8559 -3.9967 -1.9470  0.10
H13 -7.2577 -4.8416 -2.4876  0.10
H14 -7.2753 -2.1886 -0.4682  0.12
H15 -7.1645 -2.1755 -2.3503  0.08
H16 -4.9842 -3.4501 -0.3629  0.10
H17 -5.0095 -3.7679 -2.3109  0.11
H18 -4.3010 -1.1767 -0.5388  0.11
H19 -5.4835 -0.8046 -2.0595  0.11
H20 -2.8524 -2.5148 -2.6270  0.11
H21 -3.7420 -1.2880 -3.7590  0.11
H22 -1.6614 -0.0397 -3.2233  0.12
H23 -1.3752 -0.9355 -1.5896  0.10
H24 -3.5364 0.8652 -0.6673  0.11
H25 -3.2514 1.6586 -2.3896  0.08
H26 -2.1055 2.9032 -0.4055  0.11
H27 -0.8544 2.3981 -1.7322  0.11
H28 -0.6670 0.0576 0.2181  0.10
H29 -1.0796 1.5623 1.3358  0.12
H30 1.2336 1.9620 -0.8787  0.10
H31 0.8901 2.8164 0.8437  0.12
H32 1.8423 -0.3117 0.6983  0.12
H33 3.0446 1.2218 0.7884  0.11
H34 2.9527 4.0685 2.9969  0.13
H35 4.1903 2.7290 2.4939  0.11
H36 3.6887 4.2168 5.3465  0.13
H37 4.0147 2.3533 5.5631  0.11
H38 6.1889 3.7376 5.8649  0.11
H39 5.9747 4.5575 4.1768  0.12
H40 6.7120 2.5178 2.8302  0.09
H41 7.8067 2.5583 4.3654  0.10
H42 7.0087 0.3529 5.2014  0.11
H43 5.1890 0.6726 4.7361  0.10
H44 5.7574 0.4381 2.2164  0.11
H45 7.6179 0.1358 2.6875  0.12
H46 5.0086 -1.7680 3.2127  0.11
H47 6.6489 -2.0438 4.2041  0.11
H48 7.8044 -1.8370 1.5001  0.11
H49 6.9928 -3.5509 2.0528  0.11
H50 6.0713 -1.3739 -0.1409  0.13
H51 4.6665 -2.0213 0.9894  0.12
H52 5.2355 -3.8070 -2.2050  0.11
H53 3.7682 -4.1786 -0.9674  0.10
H54 4.3536 -2.3356 -1.2844  0.07
C31 -1.9701 -6.7121 2.7349  0.04
N1 -3.3548 -7.2556 2.7608  -0.42
O5 -4.2007 -6.6833 2.0638  0.03
O6 -3.5535 -8.2416 3.4802  0.05
H55 -1.9412 -5.8507 2.0642  0.10
H56 -1.7131 -6.4162 3.7540  0.10
H57 -1.3118 -7.5046 2.3733  0.10
C32 4.3388 -7.1496 -2.9300  0.03
N2 2.9960 -6.5112 -2.8731  -0.43
O7 2.6823 -5.7681 -3.8103  0.05
O8 2.2948 -6.7742 -1.8891  0.04
H58 4.8429 -6.8310 -3.8449  0.10
H59 4.8960 -6.8242 -2.0492  0.10
H60 4.1896 -8.2313 -2.9285  0.10
C33 8.8450 3.5306 -0.3065  0.02
N3 7.6572 2.6648 -0.0760  -0.40
O9 6.6388 3.2074 0.3680  0.02
O10 7.7809 1.4647 -0.3473  0.04
H61 8.5944 4.5560 -0.0264  0.08
H62 9.6571 3.1485 0.3153  0.11
H63 9.0952 3.4710 -1.3677  0.10
C34 -7.1134 -3.1003 -5.7612  0.05
N4 -6.6276 -1.7142 -5.5234  -0.39
O11 -6.8688 -1.2115 -4.4198  0.05
O12 -6.0179 -1.1701 -6.4514  0.03
H64 -7.6290 -3.4525 -4.8653  0.09
H65 -7.7968 -3.0686 -6.6122  0.10
H66 -6.2420 -3.7228 -5.9744  0.11
C35 -4.4192 4.7826 -4.4899  0.03
N5 -3.7887 3.6836 -3.7099  -0.39
O13 -3.2028 3.9942 -2.6662  0.05
O14 -3.8997 2.5402 -4.1674  0.03
H67 -4.2438 5.7284 -3.9730  0.09
H68 -3.9568 4.7920 -5.4790  0.06
H69 -5.4884 4.5703 -4.5532  0.11
C36 -4.1131 1.0105 -7.5592  0.04
N6 -4.4942 2.4475 -7.6170  -0.41
O15 -3.6573 3.2711 -7.2293  0.03
O16 -5.6227 2.7081 -8.0500  0.05
H70 -3.0996 0.9296 -7.1605  0.10
H71 -4.8266 0.5063 -6.9044  0.06
H72 -4.1598 0.6161 -8.5763  0.10
C37 9.8779 -4.4068 3.2563  0.03
N7 9.9396 -3.1097 3.9826  -0.42
O17 10.2475 -2.1078 3.3267  0.04
O18 9.6772 -3.1341 5.1908  0.04
H73 10.1305 -4.2367 2.2075  0.10
H74 10.5998 -5.0803 3.7226  0.10
H75 8.8594 -4.7890 3.3505  0.09
C38 -2.3418 8.7875 -6.0354  0.05
N8 -3.5296 7.9216 -5.8048  -0.39
O19 -4.5480 8.4642 -5.3609  0.05
O20 -3.4059 6.7215 -6.0761  0.04
H76 -2.5924 9.8128 -5.7553  0.10
H77 -1.5297 8.4053 -5.4136  0.11
H78 -2.0916 8.7278 -7.0965  0.10
C39 5.6552 5.8278 -1.6728  0.05
N9 6.9525 5.8466 -2.4011  -0.39
O21 6.9291 6.1828 -3.5907  0.07
O22 7.9579 5.5233 -1.7577  0.01
H79 4.8612 6.1327 -2.3578  0.10
H80 5.4899 4.8077 -1.3203  0.09
H81 5.7353 6.5283 -0.8390  0.11
C40 -7.8740 8.2425 -5.4101  0.03
N10 -8.9475 8.6012 -4.4444  -0.43
O23 -9.2866 7.7366 -3.6281  0.05
O24 -9.4195 9.7407 -4.5332  0.05
H82 -7.5538 7.2164 -5.2173  0.09
H83 -8.2907 8.3342 -6.4151  0.10
H84 -7.0473 8.9394 -5.2576  0.08
C41 10.5372 1.1027 6.8190  0.04
N11 10.1561 2.5398 6.7612  -0.42
O25 10.9929 3.3634 7.1489  0.06
O26 9.0275 2.8004 6.3282  0.03
H85 11.5506 1.0218 7.2177  0.10
H86 9.8236 0.5986 7.4739  0.10
H87 10.4904 0.7083 5.8019  0.10
C42 -8.7720 -1.1933 7.8405  0.03
N12 -9.3439 -2.2996 7.0265  -0.43
O27 -9.0418 -3.4544 7.3490  0.04
O28 -10.0801 -1.9774 6.0866  0.04
H88 -8.1477 -1.6205 8.6281  0.10
H89 -8.1763 -0.5671 7.1732  0.10
H90 -9.6062 -0.6350 8.2700  0.10
C43 3.7579 -0.3529 -3.5807  0.03
N13 3.3768 1.0842 -3.6384  -0.43
O29 4.2136 1.9077 -3.2507  0.04
O30 2.2482 1.3448 -4.0714  0.05
H91 4.7714 -0.4338 -3.1819  0.09
H92 3.0444 -0.8570 -2.9258  0.10
H93 3.7111 -0.7473 -4.5977  0.10

Summary:
**Gap between HOMO and LUMO**: 8.6 eV
**Multiplicity**: 1
**Net charge**: 0
**DFT total energy**: -4661.3973 Eh
**Highest occupied orbital energy**: -9.768 eV

# C4H6CaO2

A structure of composition C4H6CaO2 in a non-equilibrium geometry (ωB97M-V with the def2-TZVPD basis set, OMol25).

Last column: Löwdin charge in e.
Atoms and positions in Å:
C1 0.0507 -0.3695 -0.7693  -0.16
O1 0.8255 -1.3202 -1.2459  0.10
H1 -0.7711 -0.2178 -1.4834  0.18
H2 1.7664 -1.2948 -1.0123  0.17
C2 -0.2799 1.6447 -0.2897  0.13
C3 0.1935 1.0476 0.8913  -0.06
C4 -0.1689 -0.4048 0.7101  -0.46
O2 -1.0673 -1.2973 1.0146  -0.35
Ca1 -1.1022 -3.2642 0.4791  1.77
H3 -1.0154 2.4465 -0.1902  0.13
H4 0.0454 1.7401 -1.3256  0.12
H5 1.1515 1.3630 1.3133  0.15
H6 0.3716 -0.0732 1.9080  0.29

Summary:
**Gap between HOMO and LUMO (spin up / spin down)**: 6.9 / 6.9 eV
**Multiplicity**: 1
**Net charge**: +2
**Energy above the lowest of the compared OMol25 structures with the same formula, charge and spin**: 207.60 kcal/mol
**DFT total energy**: -983.1123 Eh
**Highest occupied orbital energy (spin up / spin down)**: -16.119 / -16.144 eV